ORCA calculation (ωB97M-V with the def2-TZVPD basis set) on C11H16CoO8P as an isolated structure.

## Properties
ΔE to the lowest compared entry with this formula, charge and spin in kcal/mol: 75.1
Kohn-Sham gap (spin up / spin down) in eV: 5.003 / 6.685
LUMO level (spin up / spin down) in eV: -8.1086 / -11.5521
Spin multiplicity: 5
Charge: +2

Each line ends with the Mulliken spin population.
Cartesian coordinates (Å):
O  -0.67  3.58  -5.08  -0.019
C  -0.84  2.57  -4.56  0.236
Co  -0.73  0.07  -2.59  1.530
O  -0.80  2.28  -0.74  0.209
C  -0.69  1.38  -1.50  0.385
C  -0.71  -1.74  -2.28  0.186
O  -0.79  -2.78  -2.80  0.039
C  0.98  0.37  -2.63  -0.070
O  2.15  0.28  -2.61  0.116
C  -2.42  0.38  -2.20  -0.040
O  -3.50  0.32  -1.73  0.152
H  -1.06  1.09  -4.24  0.267
C  -1.46  -3.12  1.33  0.007
C  -1.64  -1.89  0.51  0.009
O  -0.39  -1.54  -0.15  0.124
P  1.13  -1.26  0.48  0.451
O  0.83  -1.40  2.07  0.133
C  0.65  -0.36  3.07  0.009
C  -0.67  0.34  2.97  0.015
O  1.26  0.42  0.32  0.211
C  2.59  1.02  0.42  0.016
C  2.53  2.44  -0.10  0.010
H  -0.98  -3.92  0.70  0.002
H  -2.44  -3.51  1.63  -0.001
H  -0.87  -2.92  2.22  0.002
H  -2.39  -2.04  -0.28  0.004
H  -1.97  -1.02  1.11  0.008
H  0.71  -0.91  4.03  0.001
H  1.48  0.35  3.03  0.003
H  -1.53  -0.34  3.03  0.000
H  -0.77  1.01  3.83  0.003
H  -0.74  0.96  2.07  0.006
H  2.89  1.00  1.48  0.000
H  3.32  0.44  -0.19  -0.006
H  1.80  3.04  0.49  -0.002
H  3.50  2.90  0.06  0.001
H  2.28  2.48  -1.16  0.002

=====

ORCA calculation (ωB97M-V with the def2-TZVPD basis set) on a 2-piece molecular cluster, C11H16F8IN4O3 overall.

## Properties
Kohn-Sham gap in eV: 8.114
LUMO level in eV: -4.3391
Spin multiplicity: 1
Charge: +1

Each line ends with the natural charge from an NBO analysis.
Cartesian coordinates (Å):
O  -0.21  0.02  0.45  -0.409
O  0.58  -0.58  -0.43  -0.255
C  1.22  -1.67  0.33  0.047
N  2.43  -2.27  -0.34  -0.437
C  3.82  -1.67  -0.38  -0.244
C  4.19  -0.70  0.89  -0.449
C  4.96  -1.62  2.02  -0.546
I  3.57  -2.94  3.08  0.080
C  2.29  -3.51  -0.99  0.640
N  3.32  -4.35  -1.71  -0.487
C  2.74  -5.66  -2.24  0.251
N  1.27  -5.59  -1.88  -0.380
N  1.07  -4.37  -1.19  -0.392
H  -0.78  -0.68  0.92  0.446
H  0.37  -2.49  0.52  0.169
H  1.50  -1.27  1.42  0.246
H  4.69  -2.48  -0.45  0.264
H  3.88  -1.01  -1.36  0.240
H  5.02  0.07  0.49  0.256
H  3.31  -0.06  1.31  0.242
H  5.54  -0.92  2.76  0.257
H  5.76  -2.33  1.48  0.237
H  3.36  -6.48  -2.80  0.307
H  0.56  -6.33  -2.13  0.475
H  0.10  -4.14  -0.87  0.443
C  -3.61  2.48  -1.02  -0.141
C  -2.52  3.55  -1.18  0.594
C  -1.56  3.67  0.00  0.515
F  -2.19  4.02  1.14  -0.319
F  -0.63  4.64  -0.24  -0.323
F  -3.10  4.74  -1.47  -0.307
F  -1.79  3.21  -2.29  -0.327
O  -4.89  2.94  -0.58  -0.503
C  -5.03  3.08  0.83  0.845
C  -5.27  4.53  1.27  0.499
F  -4.25  5.34  0.89  -0.315
F  -5.36  4.63  2.62  -0.319
F  -3.97  2.52  1.45  -0.322
F  -6.11  2.32  1.17  -0.318
H  -3.80  2.07  -2.02  0.230
H  -3.26  1.61  -0.44  0.202
H  -1.02  2.74  0.17  0.144
H  -6.20  4.92  0.83  0.162

=====

ORCA calculation (ωB97M-V with the def2-TZVPD basis set) on a 2-piece molecular cluster, C11H16N2O overall.

## Properties
ΔE to the lowest compared entry with this formula, charge and spin in kcal/mol: 95.6
SMILES: C=[N+]([O-])c1ccccc1.C1CCNC1
Kohn-Sham gap in eV: 8.182
LUMO level in eV: 0.0276
Spin multiplicity: 1

Each line ends with the natural charge from an NBO analysis.
Cartesian coordinates (Å):
C  -0.01  -2.82  -1.07  -0.176
N  0.74  -1.77  -1.26  0.081
O  1.76  -1.40  -0.50  -0.562
C  0.60  -0.91  -2.40  0.095
C  -0.67  -0.69  -2.97  -0.210
C  -0.77  0.24  -4.03  -0.196
C  0.36  0.97  -4.43  -0.198
C  1.58  0.72  -3.90  -0.217
C  1.76  -0.16  -2.85  -0.188
H  -0.83  -2.92  -1.82  0.211
H  0.21  -3.24  -0.13  0.226
H  -1.49  -1.17  -2.54  0.215
H  -1.70  0.43  -4.34  0.209
H  0.25  1.79  -5.21  0.222
H  2.44  1.26  -4.27  0.220
H  2.70  -0.47  -2.27  0.273
C  0.93  1.35  2.13  -0.429
C  0.42  0.32  3.16  -0.406
C  -0.33  -0.68  2.26  -0.249
N  -1.11  0.28  1.49  -0.641
C  -0.16  1.21  0.95  -0.228
H  0.97  2.31  2.62  0.192
H  1.85  1.17  1.78  0.202
H  1.09  -0.34  3.83  0.207
H  -0.34  0.84  3.77  0.188
H  0.19  -1.13  1.43  0.215
H  -0.84  -1.28  2.96  0.197
H  -1.85  0.74  2.00  0.352
H  -0.58  2.17  0.76  0.198
H  0.38  0.82  0.07  0.197

=====

ORCA calculation (ωB97M-V with the def2-TZVPD basis set) on the molecule C11H16N2OS2.

## Properties
ΔE to the lowest compared entry with this formula, charge and spin in kcal/mol: 27.7
SMILES: S=C(NCc1cccs1)NC[C@H]1CCCO1
Kohn-Sham gap in eV: 8.579
LUMO level in eV: 0.5538
Spin multiplicity: 1

Each line ends with the natural charge from an NBO analysis.
Cartesian coordinates (Å):
S  -1.63  2.92  -0.13  -0.265
C  -0.72  1.77  -0.86  0.278
N  -0.69  1.83  -2.22  -0.609
C  -0.29  0.76  -3.13  -0.259
C  1.19  0.56  -3.15  -0.211
C  1.84  -0.66  -2.99  -0.274
C  3.26  -0.54  -3.12  -0.260
C  3.64  0.73  -3.46  -0.381
S  2.30  1.87  -3.52  0.428
N  -0.19  0.72  -0.07  -0.620
C  -0.04  0.75  1.41  -0.225
C  -1.13  0.02  2.22  0.085
C  -1.16  -1.50  2.00  -0.428
C  -1.71  -2.02  3.30  -0.436
C  -1.42  -0.90  4.33  -0.065
O  -0.71  0.10  3.60  -0.537
H  -1.18  2.65  -2.59  0.431
H  -0.72  -0.19  -2.81  0.209
H  -0.70  0.99  -4.12  0.227
H  1.34  -1.61  -2.86  0.227
H  3.95  -1.37  -2.94  0.230
H  4.66  1.04  -3.59  0.236
H  0.44  0.10  -0.57  0.395
H  0.96  0.34  1.68  0.209
H  -0.04  1.78  1.71  0.239
H  -2.14  0.47  2.15  0.189
H  -0.13  -1.90  1.85  0.200
H  -1.79  -1.82  1.15  0.218
H  -1.27  -2.95  3.65  0.212
H  -2.79  -2.16  3.21  0.203
H  -0.77  -1.26  5.15  0.187
H  -2.36  -0.49  4.72  0.167

=====

Q: What is the formula in the third record?
A: C11H16N2O

=====

Repeat the third record exactly.
ORCA calculation (ωB97M-V with the def2-TZVPD basis set) on a 2-piece molecular cluster, C11H16N2O overall.

## Properties
ΔE to the lowest compared entry with this formula, charge and spin in kcal/mol: 95.6
SMILES: C=[N+]([O-])c1ccccc1.C1CCNC1
Kohn-Sham gap in eV: 8.182
LUMO level in eV: 0.0276
Spin multiplicity: 1

Each line ends with the natural charge from an NBO analysis.
Cartesian coordinates (Å):
C  -0.01  -2.82  -1.07  -0.176
N  0.74  -1.77  -1.26  0.081
O  1.76  -1.40  -0.50  -0.562
C  0.60  -0.91  -2.40  0.095
C  -0.67  -0.69  -2.97  -0.210
C  -0.77  0.24  -4.03  -0.196
C  0.36  0.97  -4.43  -0.198
C  1.58  0.72  -3.90  -0.217
C  1.76  -0.16  -2.85  -0.188
H  -0.83  -2.92  -1.82  0.211
H  0.21  -3.24  -0.13  0.226
H  -1.49  -1.17  -2.54  0.215
H  -1.70  0.43  -4.34  0.209
H  0.25  1.79  -5.21  0.222
H  2.44  1.26  -4.27  0.220
H  2.70  -0.47  -2.27  0.273
C  0.93  1.35  2.13  -0.429
C  0.42  0.32  3.16  -0.406
C  -0.33  -0.68  2.26  -0.249
N  -1.11  0.28  1.49  -0.641
C  -0.16  1.21  0.95  -0.228
H  0.97  2.31  2.62  0.192
H  1.85  1.17  1.78  0.202
H  1.09  -0.34  3.83  0.207
H  -0.34  0.84  3.77  0.188
H  0.19  -1.13  1.43  0.215
H  -0.84  -1.28  2.96  0.197
H  -1.85  0.74  2.00  0.352
H  -0.58  2.17  0.76  0.198
H  0.38  0.82  0.07  0.197

=====

Q: spin multiplicity of number 2 (C11H16F8IN4O3)?
A: 1